C3H4S2 in the gas phase at a distorted geometry, computed with wB97M-V/def2-TZVPD.

Last column: natural (NBO) charge in e.
Element x y z (Å)
1 C -1.30268 0.26195 -0.42649  -0.341
2 C 1.53064 -0.54519 -0.04327  -0.426
3 C -0.32334 0.56204 0.49509  -0.343
4 S -2.84183 -0.12614 0.03280  -0.014
5 S 1.27530 1.18422 -0.06018  0.252
6 H -1.07070 0.34662 -1.48689  0.214
7 H 1.84584 -1.02489 0.86336  0.210
8 H 1.34898 -1.11484 -0.93381  0.209
9 H -0.46221 0.45624 1.55938  0.238

Atoms 1-6, force components in eV/Å:
-2.19 -0.69 -0.78
-2.26 1.74 0.58
3.80 -0.83 0.28
0.62 0.20 -0.26
-0.04 -0.01 0.05
0.17 0.00 0.08

E_HOMO (spin up / spin down) (Eh): -0.3191 / -0.3192
Gap between HOMO and LUMO (spin up / spin down) (eV): 7.14 / 7.14
Max |F| (eV Å⁻¹): 3.895
Total charge: 0
ΔE to the lowest compared entry with this formula, charge and spin (kJ/mol): 258.1
2S+1: 1
Calculated total energy (Ha): -912.96218

C33H31IrN5O3 as an isolated structure at a distorted geometry, computed with wB97M-V/def2-TZVPD.

Last column: Mulliken spin population.
Element x y z (Å)
1 Ir 0.08717 -0.09083 0.92117  0.681
2 C -0.62343 0.18194 5.27748  0.004
3 C 0.67207 0.26905 5.77099  -0.003
4 C 1.74070 0.26680 4.89309  0.005
5 C 1.50134 0.16627 3.52890  -0.007
6 N 0.24504 0.10085 3.07427  0.039
7 C -0.79246 0.10612 3.91005  -0.004
8 C 2.51877 0.16510 2.48300  0.020
9 C 3.87935 0.02752 2.74575  -0.011
10 C 4.80033 0.09702 1.71317  0.020
11 C 4.36153 0.32313 0.41384  -0.014
12 C 3.00132 0.41564 0.14574  0.048
13 C 2.07558 0.31323 1.16712  -0.038
14 H -1.48248 0.17622 5.93315  0.000
15 H 0.84776 0.33869 6.83704  0.000
16 H 2.75080 0.34820 5.26779  0.001
17 H -1.77691 0.03835 3.46276  0.006
18 H 4.22541 -0.15722 3.75615  0.001
19 H 5.85512 -0.02554 1.92111  0.001
20 H 5.07711 0.41263 -0.39436  0.000
21 H 2.67189 0.57672 -0.87560  0.011
22 O 0.05872 2.30183 0.88331  0.033
23 C -0.07391 2.96826 -0.15204  -0.009
24 C -0.12282 4.47557 -0.08045  0.001
25 C -1.48757 5.07845 -0.52091  0.000
26 C -2.45407 4.06769 -1.14613  0.000
27 C -2.01875 3.59209 -2.53134  0.000
28 C -0.54430 3.16798 -2.56286  -0.002
29 N -0.15555 2.41707 -1.37472  0.007
30 H 0.68712 4.85934 -0.70547  0.000
31 H 0.10412 4.74654 0.94616  -0.001
32 H -1.31504 5.89513 -1.22543  0.000
33 H -1.97214 5.50889 0.35455  0.000
34 H -3.44464 4.51794 -1.22603  0.000
35 H -2.55674 3.20804 -0.47824  -0.001
36 H -2.16083 4.38903 -3.26689  0.000
37 H -2.64883 2.75045 -2.82933  0.000
38 H 0.09627 4.04678 -2.64548  0.000
39 H -0.35172 2.53878 -3.42851  0.001
40 H -0.27681 1.41114 -1.38807  0.005
41 C 0.05667 -1.25126 -1.97707  0.006
42 C 0.01959 -0.69159 -3.27137  0.008
43 C 1.01542 0.21154 -3.70658  0.001
44 C 1.00788 0.71301 -4.99120  0.002
45 C -0.00060 0.35103 -5.88149  -0.002
46 C -1.00398 -0.52178 -5.46761  0.001
47 C -0.99610 -1.03824 -4.18818  -0.002
48 H 0.85740 -1.01185 -1.31531  -0.014
49 H -0.66992 -1.98348 -1.64686  0.002
50 H 1.79876 0.49422 -3.01065  0.000
51 H 1.78933 1.39220 -5.31036  0.000
52 H -0.00347 0.74298 -6.89006  0.000
53 H -1.79376 -0.79795 -6.15472  0.000
54 H -1.77278 -1.72254 -3.86697  0.000
55 N -1.72943 0.32961 -0.10585  0.058
56 C -2.77560 0.38060 0.45336  0.031
57 N -3.90989 0.55148 0.95652  0.007
58 C -4.64786 -0.07039 1.85279  -0.001
59 N -5.34760 -0.55022 2.64320  0.004
60 O 1.03108 -2.19151 0.76222  -0.002
61 C -0.04565 -2.77203 1.11474  -0.005
62 O -1.02344 -2.10375 1.49899  0.091
63 C -0.14373 -4.26032 1.03106  0.014
64 C 1.00280 -5.04469 1.09157  0.001
65 C 0.90027 -6.42484 0.99336  0.000
66 C -0.34336 -7.01821 0.81500  0.001
67 C -1.48761 -6.23303 0.73952  -0.001
68 C -1.38981 -4.85312 0.85575  0.007
69 H 1.96450 -4.56314 1.21663  0.000
70 H 1.78963 -7.04057 1.04924  0.000
71 H -0.42264 -8.09592 0.73130  0.000
72 H -2.45628 -6.69544 0.59199  0.000
73 H -2.26839 -4.22167 0.81236  0.002

Atoms 1-6, force components in eV/Å:
2.45 0.64 -0.70
0.10 0.02 0.04
-0.01 -0.02 -0.03
-0.02 -0.03 0.21
0.00 -0.03 0.18
-0.32 0.00 -0.67

E_HOMO (spin up / spin down) (Eh): -0.2399 / -0.2373
Gap between HOMO and LUMO (spin up / spin down) (eV): 4.54 / 4.34
Max |F| (eV Å⁻¹): 2.625
Total charge: 0
ΔE to the lowest compared entry with this formula, charge and spin (kJ/mol): 434.7
2S+1: 2
Calculated total energy (Ha): -1879.82330

C32H27AuCl3N6O3S2Te as an isolated structure at a distorted geometry, computed with wB97M-V/def2-TZVPD.

Last column: Löwdin charge in e.
Element x y z (Å)
1 Au 1.70637 0.88742 0.39665  0.739
2 N 3.60409 -5.65684 5.39073  0.122
3 C 3.55665 -4.64186 4.47818  -0.310
4 C 4.66010 -3.79658 4.29522  -0.019
5 C 4.60758 -2.76775 3.38026  -0.062
6 C 3.45167 -2.56050 2.63407  -0.315
7 C 2.34733 -3.39098 2.80604  -0.054
8 C 2.39638 -4.41824 3.72191  -0.021
9 S 3.41159 -1.31250 1.42191  0.604
10 O 2.45058 -1.73383 0.43444  -0.365
11 O 4.73714 -0.95966 1.01978  -0.275
12 N 2.60209 0.03743 2.06259  -0.205
13 C 3.10454 0.83899 2.96305  -0.454
14 N 2.42366 2.03876 3.21722  -0.348
15 C 2.91676 2.86080 4.17967  -0.163
16 C 4.04369 2.55708 4.87457  -0.024
17 C 4.65462 1.32704 4.57221  -0.070
18 N 4.20469 0.50350 3.66764  0.165
19 H 4.47622 -5.89974 5.82314  0.101
20 H 2.88068 -6.35168 5.40688  0.101
21 H 5.56068 -3.96345 4.87194  0.115
22 H 5.45980 -2.12231 3.22655  0.112
23 H 1.46135 -3.23366 2.20650  0.113
24 H 1.54142 -5.06914 3.85280  0.114
25 H 2.36003 3.76965 4.35840  0.090
26 H 4.43292 3.22340 5.62761  0.115
27 H 5.54702 1.00976 5.10238  0.129
28 Te 0.63763 2.48467 2.61451  1.448
29 C -0.45928 0.86436 3.33720  -0.532
30 C -0.90991 -0.13396 2.47690  -0.168
31 C -1.65741 -1.18619 2.98395  -0.067
32 C -1.93844 -1.24835 4.34055  -0.064
33 C -1.48682 -0.25733 5.19857  -0.070
34 C -0.74868 0.80459 4.69837  -0.138
35 H -0.67973 -0.09576 1.42044  0.050
36 H -2.01692 -1.95856 2.31712  0.112
37 H -2.51294 -2.07746 4.73246  0.112
38 H -1.70663 -0.30893 6.25590  0.111
39 H -0.40175 1.58494 5.36466  0.094
40 Cl -4.77357 -2.19472 -8.34828  0.698
41 C -3.92817 -1.19892 -7.21227  -0.659
42 C -3.66862 0.12777 -7.52245  -0.083
43 C -2.99667 0.91219 -6.60236  -0.004
44 C -2.57689 0.39933 -5.37888  -0.196
45 C -1.86005 1.27723 -4.38912  -0.313
46 C -0.35291 1.35678 -4.68150  -0.028
47 N 0.34830 1.76916 -3.47087  -0.048
48 C 0.66902 3.05045 -3.09902  -0.042
49 C 1.15331 2.97076 -1.83215  -0.129
50 N 1.12077 1.65795 -1.43083  -0.133
51 C 0.62896 0.96269 -2.43718  -0.140
52 O -2.41371 2.58366 -4.40406  -0.088
53 C -2.81376 3.07717 -3.12082  -0.133
54 C -3.64004 2.09335 -2.35201  -0.331
55 C -3.35412 1.63861 -1.09786  -0.951
56 Cl -1.98859 2.07874 -0.13577  0.666
57 S -4.48230 0.49278 -0.51602  1.006
58 C -5.37179 0.59088 -1.97678  -0.389
59 C -4.82170 1.46959 -2.85338  -0.124
60 C -2.85093 -0.93603 -5.10805  -0.566
61 Cl -2.33122 -1.65468 -3.60303  0.727
62 C -3.52442 -1.74606 -6.00699  -0.121
63 H -3.99711 0.53522 -8.46739  0.112
64 H -2.81341 1.95580 -6.82180  0.128
65 H -1.97046 0.83828 -3.39696  0.095
66 H -0.15577 2.09321 -5.45955  0.146
67 H 0.03777 0.39512 -5.01301  0.144
68 H 0.53830 3.88273 -3.76694  0.137
69 H 1.52216 3.75278 -1.19328  0.108
70 H 0.48187 -0.10449 -2.45563  0.145
71 H -3.38653 3.98128 -3.32804  0.142
72 H -1.93363 3.35970 -2.53866  0.089
73 H -6.25944 -0.00535 -2.10474  0.075
74 H -5.22497 1.66998 -3.83545  0.128
75 H -3.72850 -2.78008 -5.77186  0.109

Atoms 1-6, force components in eV/Å:
-0.16 0.42 -1.08
-0.03 0.07 0.06
0.01 -0.06 0.02
0.00 0.04 -0.04
0.00 0.03 0.04
0.12 0.21 0.23

E_HOMO (Eh): -0.3727
Gap between HOMO and LUMO (eV): 7.17
Max |F| (eV Å⁻¹): 3.884
Total charge: +1
2S+1: 1
Calculated total energy (Ha): -4370.32903

A 2-piece molecular cluster, C9H15N4O2 overall at a distorted geometry, computed with wB97M-V/def2-TZVPD.

Last column: natural (NBO) charge in e.
Element x y z (Å)
1 C 4.76530 -0.41404 0.46100  -0.275
2 C 4.44058 -0.44671 -0.94377  0.068
3 C 3.56593 -0.12187 0.99773  -0.012
4 C 0.80811 2.43486 0.03725  0.265
5 C 0.26711 -0.60449 -0.37486  0.879
6 C -2.18219 -1.18235 1.42747  -0.631
7 C -3.09352 0.65445 -0.08581  -0.627
8 C -2.50592 -1.64746 -1.00907  -0.637
9 C -2.21685 -0.57417 0.04819  0.323
10 N 3.16430 -0.23211 -1.19774  -0.257
11 N 2.57855 -0.03427 0.02489  0.007
12 N 1.32534 0.16072 0.17053  -0.157
13 N -0.33941 2.70639 -0.29833  -0.669
14 O 0.53246 -1.73108 -0.66166  -0.516
15 O -0.86881 0.01104 -0.29599  -0.578
16 H 5.72052 -0.30821 0.90093  0.260
17 H 5.09128 -0.56545 -1.68002  0.213
18 H 3.17758 -0.08709 2.01664  0.241
19 H 1.64478 3.20229 0.21301  0.216
20 H -3.15207 -1.48342 1.75060  0.244
21 H -1.54824 -1.96652 1.37100  0.221
22 H -1.73846 -0.40126 2.17483  0.209
23 H -3.98894 0.71645 0.40398  0.245
24 H -3.36972 0.68448 -1.14726  0.231
25 H -2.48696 1.44128 0.31699  0.183
26 H -3.56919 -2.10111 -0.84236  0.234
27 H -2.37565 -1.14934 -1.92830  0.216
28 H -1.90186 -2.48256 -0.96011  0.240
29 H -0.75226 3.56269 -0.52272  0.419
30 H -0.99178 1.95886 -0.36706  0.441

Atoms 1-6, force components in eV/Å:
-1.82 1.14 -0.87
-3.45 0.82 2.59
-1.03 -0.19 2.68
4.46 -1.48 0.93
1.17 -1.32 -0.03
0.42 4.38 1.04

E_HOMO (spin up / spin down) (Eh): -0.4747 / -0.4906
Gap between HOMO and LUMO (spin up / spin down) (eV): 7.40 / 7.78
Max |F| (eV Å⁻¹): 4.787
Total charge: +1
ΔE to the lowest compared entry with this formula, charge and spin (kJ/mol): 703.7
2S+1: 1
Calculated total energy (Ha): -720.97602